Entry from the Open Molecules 2025 dataset: a structure of composition C52H40BF6N4O3PRb at a distorted geometry (wB97M-V/def2-TZVPD).

Last column: Mulliken charge in e.
CARTESIAN COORDINATES (ANGSTROEM)
Rb  -0.374  0.074  0.197  0.983
C  1.049  4.603  -2.443  -0.660
O  1.253  3.456  -3.303  -0.465
C  0.874  2.374  -2.566  -0.173
N  0.529  2.559  -1.371  0.327
C  0.642  3.991  -1.077  -0.353
C  -0.638  4.584  -0.533  0.028
C  -1.872  4.024  -0.840  0.028
C  -3.042  4.618  -0.386  -0.345
C  -2.989  5.775  0.378  -0.394
C  -1.756  6.336  0.696  -0.687
C  -0.587  5.737  0.247  -0.477
C  0.923  1.076  -3.300  0.109
C  1.194  1.079  -4.661  -0.901
C  1.216  -0.133  -5.330  -0.624
C  0.985  -1.291  -4.619  -0.858
C  0.740  -1.194  -3.254  0.273
N  0.700  -0.033  -2.603  0.658
C  0.587  -2.455  -2.471  -0.063
N  0.583  -2.586  -1.216  -0.022
C  0.624  -4.030  -0.930  -0.153
C  0.422  -4.680  -2.323  -0.710
O  0.566  -3.577  -3.245  -0.426
C  -0.382  -4.534  0.071  -0.476
C  -1.600  -3.902  0.249  1.196
C  -2.562  -4.457  1.084  -0.895
C  -2.298  -5.641  1.759  -0.498
C  -1.072  -6.277  1.589  -0.634
C  -0.120  -5.727  0.744  -0.472
H  0.253  5.214  -2.861  0.374
H  1.968  5.180  -2.404  0.334
H  1.430  4.123  -0.335  0.697
H  -1.914  3.102  -1.407  0.318
H  -4.001  4.156  -0.605  0.233
H  -3.904  6.219  0.755  0.438
H  -1.708  7.230  1.307  0.377
H  0.380  6.164  0.509  0.416
H  1.370  2.017  -5.165  0.547
H  1.417  -0.172  -6.393  0.429
H  0.993  -2.261  -5.095  0.564
H  1.619  -4.241  -0.536  0.646
H  -0.578  -5.096  -2.424  0.428
H  1.164  -5.434  -2.568  0.302
H  -1.823  -2.998  -0.304  -0.096
H  -3.516  -3.957  1.188  0.503
H  -3.048  -6.072  2.411  0.433
H  -0.859  -7.201  2.114  0.372
H  0.841  -6.220  0.616  0.416
F  -0.364  0.321  6.555  -0.405
C  0.468  0.218  5.481  -0.132
C  0.024  0.557  4.222  -0.404
C  0.864  0.481  3.094  -0.271
C  2.188  0.037  3.331  0.448
C  2.571  -0.338  4.617  0.453
F  3.810  -0.871  4.865  -0.389
C  1.743  -0.255  5.716  -0.803
C  3.155  -0.014  2.188  -0.092
C  4.539  0.146  2.352  -0.906
C  5.374  0.108  1.249  -0.328
C  4.832  -0.084  -0.014  -0.876
C  3.456  -0.213  -0.096  -0.160
N  2.642  -0.181  0.959  0.318
H  -1.020  0.863  4.130  0.616
H  2.078  -0.557  6.700  0.466
H  4.951  0.316  3.334  0.410
H  6.445  0.230  1.375  0.379
H  5.451  -0.126  -0.903  0.420
H  2.970  -0.348  -1.064  0.184
O  -2.458  1.337  0.387  0.380
P  -3.598  1.189  1.339  1.187
C  -3.704  2.675  2.386  0.633
C  -2.481  3.130  2.897  -0.631
C  -2.440  4.246  3.719  -1.017
C  -3.616  4.924  4.026  -0.596
C  -4.829  4.486  3.509  -0.800
C  -4.875  3.361  2.690  -0.548
C  -3.375  -0.114  2.576  0.684
C  -2.466  -1.149  2.347  0.980
C  -2.207  -2.085  3.337  -0.479
C  -2.854  -1.998  4.559  -0.789
C  -3.761  -0.973  4.799  -0.829
C  -4.013  -0.028  3.816  -0.281
C  -5.212  1.077  0.554  0.581
C  -5.315  1.556  -0.749  -0.340
C  -6.551  1.580  -1.381  -0.953
C  -7.677  1.114  -0.718  -0.591
C  -7.572  0.616  0.575  -0.682
C  -6.340  0.596  1.213  -0.719
H  -1.563  2.600  2.647  0.833
H  -1.491  4.585  4.120  0.490
H  -3.586  5.802  4.664  0.373
H  -5.744  5.019  3.745  0.387
H  -5.823  3.026  2.284  0.363
H  -1.958  -1.218  1.397  -1.739
H  -1.486  -2.872  3.154  0.635
H  -2.641  -2.722  5.338  0.389
H  -4.245  -0.890  5.765  0.396
H  -4.685  0.798  4.026  0.401
H  -4.415  1.869  -1.268  0.537
H  -6.627  1.925  -2.405  0.412
H  -8.638  1.112  -1.219  0.354
H  -8.449  0.229  1.081  0.423
H  -6.253  0.189  2.215  0.364
F  -4.925  -1.191  -2.500  -0.360
B  -3.865  -1.804  -1.799  0.211
F  -2.618  -1.261  -2.231  -0.149
F  -3.993  -1.544  -0.395  -0.096
F  -3.876  -3.207  -2.013  -0.392

Results
Strongest force on any atom in eV/Å: 1.8
ΔE to the lowest compared entry with this formula, charge and spin in kJ/mol: 49.58
Total charge: -1
LUMO in eV: 1.92